Record 1
{
  "formula": "C4H11N5",
  "method": "wB97M-V/def2-TZVPD",
  "symbols": ["N", "N", "C", "C", "H", "N", "H", "H", "H", "H", "N", "H", "H", "C", "H", "H", "H", "H", "C", "N"],
  "xyz": [[2.5391, -0.7312, 0.8886], [1.8794, -1.8397, -1.0990], [1.9318, -0.7769, -0.2282], [-2.1438, 1.5466, 0.5467], [-2.0102, 2.4363, 1.1583], [-1.2158, -0.7286, 0.5093], [-1.1876, -1.9478, -1.0785], [2.0979, -2.7561, -0.7497], [-3.1724, 1.1807, 0.6310], [0.5823, 2.2043, -0.3947], [1.2540, 0.3339, -0.7433], [-1.6823, -0.2118, -1.4852], [-1.9579, 1.8132, -0.4938], [-1.3148, -0.9283, -0.7506], [3.0115, -1.5961, 1.1380], [1.3255, -1.7119, -1.9298], [-0.9829, 0.5345, 1.9612], [1.2785, 1.3430, 1.0928], [0.9421, 1.2894, 0.0592], [-1.1745, 0.5465, 0.9675]],
  "forces_ev_per_angstrom": [[0.04, 0.03, 0.33], [0.12, 0.28, 0.11], [0.19, -0.51, 0.44], [0.13, -0.26, -0.34], [-0.02, -0.02, 0.00], [0.99, -0.20, -0.69], [-0.11, -0.18, -0.02], [-0.08, 0.04, -0.22], [0.01, 0.05, 0.05], [-0.43, 0.02, 0.03], [-0.62, 1.26, -0.06], [0.41, 0.21, 0.07], [-0.06, 0.12, -0.01], [-0.97, -0.02, 0.55], [-0.05, 0.00, -0.18], [0.03, -0.21, 0.16], [-0.36, -0.05, -0.14], [-0.10, -0.27, 0.03], [1.31, -0.56, -0.85], [-0.43, 0.27, 0.74]],
  "smiles": "[H]/N=C(\\N)N=C.C=NNC",
  "homo_energy_ha": -0.323,
  "orbital_gap_ev": 9.8,
  "energy_ev": -11774.47192,
  "lumo_energy_ha": 0.0355
}


Record 2
{
  "formula": "H14NO5",
  "method": "wB97M-V/def2-TZVPD",
  "symbols": ["O", "O", "H", "O", "H", "H", "H", "H", "O", "N", "O", "H", "H", "H", "H", "H", "H", "H", "H", "H"],
  "xyz": [[2.6882, 0.1385, -0.2478], [-0.8993, 2.4227, -0.2552], [-1.2040, 2.5155, -1.1579], [-1.4612, -2.0993, 1.1919], [-0.2079, 0.7998, -0.3241], [-1.4696, -1.7706, -2.8916], [-1.3037, -2.9250, 1.6497], [-0.0632, 0.5540, 3.1783], [-0.7151, -1.3623, -2.4670], [0.0063, -0.1783, -0.1914], [0.6341, 0.9514, 2.6567], [3.4304, 0.5680, 0.1777], [0.4025, 1.8792, 2.6137], [2.6843, 0.4918, -1.1374], [-0.3166, -0.5958, -1.0526], [-0.4955, -0.6037, 0.5749], [-0.3017, 3.1593, -0.1268], [0.9956, -0.3811, -0.1753], [-2.4098, -2.0713, 1.0670], [0.0062, -1.4927, -3.0826]],
  "forces_ev_per_angstrom": [[-0.02, -0.07, -0.22], [0.01, -0.21, -0.01], [-0.33, 0.24, -0.33], [0.01, 0.17, -0.06], [0.20, 0.94, 0.82], [-0.36, -0.12, -0.03], [0.19, -0.24, 0.18], [-0.16, -0.13, 0.27], [-0.01, -0.05, -0.34], [-0.22, -0.42, -0.74], [0.13, -0.18, -0.37], [0.22, 0.01, 0.35], [-0.03, 0.28, 0.09], [0.25, 0.12, -0.35], [-0.60, -0.78, -0.44], [-0.08, -0.19, 0.51], [0.19, 0.33, 0.13], [0.66, 0.37, 0.81], [-0.34, 0.02, -0.01], [0.28, -0.09, -0.25]],
  "total_charge": 1,
  "homo_energy_ha": -0.539,
  "orbital_gap_ev": 11.7,
  "energy_ev": -11949.61163,
  "lumo_energy_ha": -0.1093
}


Record 3
{
  "formula": "C4H9NO",
  "method": "wB97M-V/def2-TZVPD",
  "symbols": ["H", "N", "H", "O", "C", "H", "C", "C", "H", "H", "C", "H", "H", "H", "H"],
  "xyz": [[1.4888, 1.4900, -1.3197], [-0.0149, -0.2415, 1.3723], [-1.7052, 0.7113, 0.6326], [-1.4443, -1.9543, 0.9094], [-0.6258, 0.7037, 0.4482], [-0.7328, -0.6462, -1.2016], [-0.4867, -1.5058, 1.5093], [1.1246, 0.4573, -1.3894], [0.0953, -2.1010, 2.2399], [-0.2370, 1.6987, 0.6937], [-0.3521, 0.3639, -1.0175], [0.7965, 0.0290, 1.9042], [-0.9414, 1.0453, -1.6443], [1.2976, 0.1114, -2.4134], [1.7372, -0.1619, -0.7239]],
  "forces_ev_per_angstrom": [[-0.05, -0.14, 0.01], [-0.02, -0.14, 0.01], [0.14, -0.01, -0.04], [0.24, 0.14, 0.18], [-0.07, 0.14, -0.04], [0.06, 0.14, 0.00], [-0.03, 0.02, -0.01], [0.06, 0.01, 0.00], [-0.09, 0.06, -0.09], [-0.06, -0.14, -0.04], [-0.06, -0.02, -0.04], [-0.11, -0.08, -0.07], [0.08, -0.09, 0.10], [-0.02, 0.06, 0.15], [-0.08, 0.07, -0.11]],
  "smiles": "CCCNC=O",
  "homo_energy_ha": -0.360,
  "orbital_gap_ev": 10.7,
  "energy_ev": -7831.87845,
  "lumo_energy_ha": 0.0317
}


Record 4
{
  "formula": "C7H8F3N2O3PdS6Sb",
  "method": "wB97M-V/def2-TZVPD",
  "symbols": ["F", "O", "H", "F", "Pd", "C", "C", "S", "C", "H", "C", "O", "N", "Sb", "C", "H", "S", "C", "S", "F", "H", "H", "C", "O", "S", "S", "H", "H", "N", "H", "S"],
  "xyz": [[-2.3914, -2.4660, 0.6804], [-1.6832, 0.5203, -1.1647], [0.1867, 4.5931, 0.4743], [-4.2388, -1.3815, 0.5118], [-0.4925, -1.4293, -0.8985], [-2.9978, -1.4840, 0.0078], [-0.1879, 3.7640, -0.1283], [-1.6813, -5.1095, -1.4228], [2.0649, 0.0737, 2.4278], [3.1272, -0.1737, 2.4080], [1.1790, 2.0897, 1.1668], [-0.9366, -0.2313, 1.0588], [0.9726, 1.9653, -1.2114], [0.1056, -3.7391, -1.8901], [0.7113, 2.5667, -0.0794], [1.4899, -0.8551, 2.4456], [-0.5730, -1.8483, -3.2612], [1.6944, 0.8244, 1.1931], [1.6986, -4.9211, -3.0411], [-3.1308, -1.8716, -1.2582], [1.8365, 0.6544, 3.3187], [-1.1545, 3.4517, 0.2772], [1.5777, 0.7528, -1.2031], [-2.9855, 1.0440, 0.8236], [-2.0473, 0.1511, 0.1932], [2.0849, -0.0406, -2.5651], [-0.3205, 4.0674, -1.1635], [0.9971, 2.6517, 2.0710], [1.8824, 0.1783, 0.0306], [2.0681, -0.8365, 0.0360], [1.1443, -2.9608, 0.1624]],
  "forces_ev_per_angstrom": [[-0.19, 0.22, 0.27], [0.40, -0.52, -0.41], [0.02, 0.00, 0.03], [-0.06, 0.32, 0.12], [1.77, 1.15, -0.53], [-0.52, -0.51, 0.18], [0.04, -0.08, -0.06], [0.08, 0.38, 0.13], [-0.13, -0.01, -0.05], [-0.01, -0.05, 0.05], [-0.06, -0.04, 0.09], [0.47, -0.41, -0.29], [-0.58, 0.25, 0.14], [0.16, -3.03, -1.44], [0.30, -0.12, -0.13], [0.04, -0.04, 0.03], [0.38, -0.44, 1.45], [0.16, 0.17, 0.05], [0.13, 0.31, 0.04], [-0.19, 0.37, -0.01], [0.02, 0.02, 0.00], [-0.04, 0.09, -0.03], [1.37, -0.12, -0.32], [0.12, 0.13, -0.09], [-2.55, 0.58, 1.44], [0.03, 0.27, 0.02], [-0.02, 0.05, 0.01], [-0.01, -0.12, 0.09], [-0.41, 0.22, 0.11], [0.09, 0.21, -0.14], [-0.79, 0.75, -0.75]],
  "total_charge": -2,
  "homo_energy_ha": [-0.048, -0.048],
  "orbital_gap_ev": [5.0, 5.0],
  "energy_ev": -99695.29049,
  "lumo_energy_ha": [0.1363, 0.1362]
}


Record 5
{
  "formula": "ClFH2",
  "method": "wB97M-V/def2-TZVPD",
  "symbols": ["F", "H", "H", "Cl"],
  "xyz": [[0.2533, 0.9367, 0.0446], [-0.2896, 1.6246, -0.2746], [-0.2969, -0.8749, -0.2661], [0.3332, -1.6865, 0.4961]],
  "forces_ev_per_angstrom": [[-0.36, 1.11, -0.34], [0.30, -0.16, 0.17], [0.10, -0.19, 0.11], [-0.04, -0.76, 0.06]],
  "smiles": "Cl.F",
  "homo_energy_ha": -0.411,
  "orbital_gap_ev": 11.8,
  "energy_ev": -15272.30455,
  "lumo_energy_ha": 0.0210
}


Record 6
{
  "formula": "C4H6FN2",
  "method": "wB97M-V/def2-TZVPD",
  "symbols": ["C", "H", "H", "F", "H", "N", "H", "C", "H", "C", "N", "H", "C"],
  "xyz": [[0.6801, 0.7846, -0.4196], [1.2605, 2.7016, -1.3380], [-1.8242, 0.0843, -1.9400], [-0.3207, 2.6010, -3.2488], [-1.1817, -1.6170, 1.1115], [-0.3356, -0.1874, -0.3961], [-0.0856, -0.3343, 1.6625], [0.6398, 1.7545, -1.3622], [0.4906, -1.7016, 0.6782], [-0.2720, -1.0101, 0.8289], [-0.0384, 1.5595, -2.4099], [1.4975, 0.5941, 0.1472], [-1.2297, -0.4277, -1.2685]],
  "forces_ev_per_angstrom": [[-2.28, -0.70, -1.01], [-0.58, -1.09, 0.50], [-0.88, 1.13, -1.54], [0.99, -0.10, 1.05], [0.61, 1.01, -1.00], [-0.49, 0.09, 0.16], [0.18, -0.04, -0.14], [2.25, 4.19, -0.85], [1.57, -1.12, 0.05], [-1.78, -0.54, 1.26], [-2.81, -1.61, -2.26], [2.11, -0.40, 2.01], [1.12, -0.83, 1.78]],
  "total_charge": 1,
  "homo_energy_ha": [-0.531, -0.554],
  "orbital_gap_ev": [8.0, 8.0],
  "energy_ev": -9928.39930,
  "lumo_energy_ha": [-0.2348, -0.2602]
}


Record 7
{
  "formula": "C4H37N2O15",
  "method": "wB97M-V/def2-TZVPD",
  "symbols": ["H", "O", "H", "O", "O", "H", "O", "H", "H", "H", "H", "H", "C", "C", "C", "H", "H", "H", "O", "H", "O", "H", "H", "H", "H", "O", "O", "H", "H", "H", "H", "H", "N", "H", "H", "N", "O", "H", "O", "H", "H", "H", "C", "H", "H", "O", "O", "H", "O", "O", "H", "O", "H", "H", "H", "H", "H", "H"],
  "xyz": [[0.8907, 3.6895, -1.6194], [1.0350, 2.7502, -1.4885], [0.1194, -2.8611, -2.0823], [-2.4262, -3.3582, 0.3591], [0.1413, -1.8704, -3.7450], [-1.3048, 3.1948, 0.4317], [0.1714, -4.7765, 1.7312], [2.9146, -2.1854, -0.1881], [-1.6059, -3.7923, 0.5952], [-2.7794, -3.2660, 1.3463], [-2.8389, 2.9479, 1.4162], [2.5684, -0.3974, -0.6729], [-1.9823, 1.4002, -0.0057], [-2.2546, 2.8011, 0.4467], [-2.6824, 0.1573, 0.3263], [0.8632, -1.3788, -4.0303], [-1.8351, -1.8213, 3.3541], [-0.5057, 1.7571, -1.4510], [-0.3772, 5.1527, -2.4033], [-0.5350, 1.6445, -5.5128], [-1.3868, 1.3030, -5.3321], [2.6315, 2.6138, 2.8397], [1.8053, 3.3030, 4.0749], [3.5245, 0.8295, -0.9445], [-1.9423, 2.2440, 4.0096], [-1.5350, -2.4907, 2.7394], [2.2993, -1.7378, 0.4466], [0.7802, -4.0691, -1.0781], [0.7712, -2.2722, 5.0157], [2.2222, 0.2116, 1.7008], [0.8545, -5.0269, 2.3783], [-1.7460, 1.0223, 5.2965], [-1.1783, 1.1385, -1.0400], [-1.9917, -1.8671, -0.1463], [-0.2262, -4.2010, 2.2369], [-2.0030, -0.8032, -0.4053], [0.3231, -3.1499, -1.2196], [-0.1535, -2.3694, -4.3646], [-1.3140, 1.4665, 4.4472], [-0.4932, -0.7978, -1.9201], [1.9435, 2.4128, -1.3944], [-0.8142, 5.1725, -3.3209], [-1.1669, -0.2406, -1.2788], [1.4713, -2.1768, 0.5197], [-0.8672, 5.7248, -1.8748], [0.7582, -1.7087, 4.1902], [2.6591, 3.2795, 3.5908], [1.5190, 1.1503, 2.6160], [2.8178, 0.1943, -1.3276], [2.3085, 0.9464, 2.2568], [1.3724, -2.0357, 3.5359], [2.3059, -0.1897, -3.9457], [2.3189, -0.2686, -2.9800], [-2.7744, 3.4911, -0.2749], [-0.9844, -1.8043, 2.1957], [3.0203, 0.0829, -4.4594], [-1.1520, 0.8569, -4.6039], [-3.5542, -0.0224, 1.0128]],
  "forces_ev_per_angstrom": [[0.66, 0.42, -0.22], [-0.39, -1.21, 0.20], [0.21, -0.28, -2.30], [-1.26, 0.39, 3.06], [0.39, 3.43, 7.59], [2.27, 1.51, 0.95], [4.09, -4.49, -3.17], [-1.27, 0.02, 0.97], [0.67, -0.53, -0.56], [0.75, -0.01, -2.93], [1.22, -0.62, -1.19], [-0.82, -1.73, 2.55], [-4.60, -1.91, 1.00], [-2.47, 0.20, -0.02], [2.03, 2.50, -0.06], [2.55, 1.60, -1.17], [-0.41, -0.18, 1.07], [0.85, 0.79, -0.32], [0.41, -1.74, -3.38], [1.33, 1.09, -1.17], [-1.79, 2.03, -3.36], [-0.08, 1.21, 1.61], [0.83, -0.31, -0.75], [-1.72, -1.89, -0.87], [2.11, -3.30, 2.42], [1.39, 2.38, -1.86], [2.21, 0.79, -0.17], [-1.61, 2.71, -1.27], [0.35, 0.80, -1.71], [-0.25, -1.76, -1.24], [0.10, -0.60, -0.78], [0.91, 2.00, -2.86], [0.18, -3.86, -0.42], [-0.74, 0.95, -0.70], [-4.22, 5.26, 4.05], [-0.12, -0.50, -0.09], [1.44, -2.51, 3.71], [-2.99, -5.01, -6.50], [-3.00, 1.31, 0.36], [-0.21, 0.40, -0.04], [-0.64, 0.86, -0.19], [1.02, -0.02, 2.15], [-0.02, 1.64, 1.47], [-0.94, -1.11, -0.66], [-1.35, 1.68, 1.35], [-0.56, -0.26, 1.52], [-0.54, -0.47, -0.67], [-4.31, 0.67, 1.95], [2.51, 3.93, -1.43], [4.32, 0.52, -0.90], [0.47, -0.41, 0.27], [-3.58, -1.28, 0.29], [1.52, 0.77, -0.30], [0.11, -1.22, 0.20], [-1.10, -2.17, 1.04], [2.12, 0.63, -0.24], [0.53, -3.16, 4.55], [1.44, 0.08, -0.85]],
  "total_charge": 1,
  "homo_energy_ha": -0.456,
  "orbital_gap_ev": 9.7,
  "energy_ev": -38433.11954,
  "lumo_energy_ha": -0.0983
}


Record 8
{
  "formula": "C2H5N3S",
  "method": "wB97M-V/def2-TZVPD",
  "symbols": ["S", "H", "C", "C", "H", "N", "H", "N", "H", "N", "H"],
  "xyz": [[3.0129, -0.3995, -0.0673], [2.1399, 1.8349, -0.0509], [1.8641, 0.7539, -0.0135], [-1.3694, -0.6956, -0.0350], [0.5739, -1.4732, 0.3843], [-1.9819, 0.3972, -0.1081], [-1.8804, -1.7024, 0.0402], [0.0759, -0.7385, -0.2625], [-0.1163, 1.2760, -0.0717], [0.5800, 0.5290, -0.1248], [-2.8985, 0.2181, 0.3092]],
  "forces_ev_per_angstrom": [[0.55, -0.48, 0.30], [-0.46, -0.79, 0.38], [1.00, 1.08, -0.85], [1.89, -1.73, -0.84], [-0.93, 1.96, -1.61], [-0.58, 0.29, 1.26], [0.98, 0.99, 0.30], [-1.97, -2.18, 1.73], [0.05, -0.47, -0.03], [-0.30, 0.93, 0.24], [-0.24, 0.41, -0.88]],
  "smiles": "[H]/N=C/NNC=S",
  "homo_energy_ha": -0.308,
  "orbital_gap_ev": 9.1,
  "energy_ev": -17458.93472,
  "lumo_energy_ha": 0.0257
}


ΔE to the lowest compared entry with this formula, charge and spin across the listed records, respectively: 200.5, 78.2, 42.6, 345.6, 27.1, 693.6, 379.1, 210.1 kJ/mol.